This record from the OMol25 dataset describes a cluster of 2 separate species, C5H10 in total in a non-equilibrium geometry. The level of theory is the ωB97M-V functional and the def2-TZVPD basis.

Calculated values
highest occupied orbital energy: -7.0 eV
LUMO level: -0.963 eV
gap between HOMO and LUMO: 5.99 eV

Positions of all 15 atoms, in Å:
C 1.56205 -1.12569 -0.61334
C 0.59402 -0.04047 -0.13485
C -0.49127 0.16605 -1.07548
C -1.47668 -0.70756 -0.67166
C -0.36509 0.85760 -2.26362
H 2.44063 -1.17578 0.02544
H 1.69636 -0.98632 -1.68192
H 1.23162 -2.18693 -0.36734
H 0.25445 -0.10864 0.90226
H -0.67119 2.70559 5.90541
H -1.70754 -0.78248 0.39203
H -2.07690 -1.17513 -1.46307
H -0.30108 2.25483 6.35878
H -1.19990 0.80743 -2.96031
H 0.51052 1.49750 -2.35234

Atoms 1-3, force components in eV/Å:
C -0.2 -0.7 1.4
C -1.3 -3.7 0.0
C 0.1 3.4 -2.4

Atomic partial charges in e from the Löwdin method, atoms 1 to 5: number 1, C, carries -0.11; number 2, C, carries -0.02; number 3, C, carries -0.55; number 4, C, carries 0.10; number 5, C, carries 0.01

---

This record from the OMol25 dataset describes a cluster of 2 separate species, C5H10 in total. The level of theory is the ωB97M-V functional and the def2-TZVPD basis.

Calculated values
highest occupied orbital energy: -9.2 eV
SMILES: C=C1CCC1.[H][H]
LUMO level: 1.295 eV
gap between HOMO and LUMO: 10.47 eV

Positions of all 15 atoms, in Å:
C 1.70959 -0.34694 -0.13303
C 0.38944 -0.24748 -0.17157
C -0.74029 -0.97492 0.53423
C -1.73560 -0.23539 -0.39964
C -0.57597 0.66172 -0.90983
H 2.09007 1.41198 1.94878
H 2.20678 -1.04418 0.53919
H 2.34729 0.34298 -0.68304
H 1.57570 1.09665 1.51170
H -0.72327 -2.06838 0.48208
H -0.83789 -0.68234 1.58810
H -2.56497 0.28083 0.09065
H -2.13848 -0.88513 -1.18041
H -0.60185 1.67766 -0.49453
H -0.44090 0.73872 -1.99345

Atoms 1-3, force components in eV/Å:
C -0.2 -0.1 -0.1
C 0.3 0.0 0.0
C 0.0 -0.1 0.1

Atomic partial charges in e from the Löwdin method, atoms 1 to 5: number 1, C, carries -0.03; number 2, C, carries -0.37; number 3, C, carries -0.14; number 4, C, carries -0.17; number 5, C, carries -0.14

---

This record from the OMol25 dataset describes an isolated molecule of C5H10 in a non-equilibrium geometry. The level of theory is the ωB97M-V functional and the def2-TZVPD basis.

Calculated values
highest occupied orbital energy: -8.0 eV
LUMO level: 1.152 eV
gap between HOMO and LUMO: 9.19 eV

Positions of all 15 atoms, in Å:
C -0.87769 -0.81895 0.64521
C -1.39251 0.49422 0.20442
C 0.55696 1.33579 -0.68024
C 1.39431 0.33055 -0.03444
C 0.36139 -1.23150 -0.09154
H -0.83486 -0.94935 1.73573
H -1.34014 -1.75102 0.23480
H -1.86160 0.59218 -0.75977
H -1.85793 1.09824 1.00571
H 0.71615 1.39754 -1.77836
H 0.25281 2.26598 -0.22967
H 1.46683 0.49061 1.04380
H 2.38164 0.18132 -0.50349
H 0.85382 -2.10424 0.36893
H 0.12858 -1.40801 -1.15670

Atoms 1-3, force components in eV/Å:
C -0.1 -1.2 -0.5
C 1.4 0.7 -0.9
C -1.8 -0.8 0.6

Atomic partial charges in e from the Löwdin method, atoms 1 to 5: number 1, C, carries -0.35; number 2, C, carries -0.03; number 3, C, carries -0.08; number 4, C, carries -0.20; number 5, C, carries -0.14

---

This record from the OMol25 dataset describes an isolated molecule of C5H10. The level of theory is the ωB97M-V functional and the def2-TZVPD basis.

Calculated values
highest occupied orbital energy: -9.0 eV
SMILES: CC1(C)CC1
LUMO level: 1.146 eV
gap between HOMO and LUMO: 10.15 eV

Positions of all 15 atoms, in Å:
C 1.42798 -0.64404 -0.13081
C 0.04276 -0.00117 -0.22984
C -1.12753 -0.95573 -0.57665
C 0.02132 0.82973 1.03631
C -0.39072 1.46007 -0.23197
H 2.27816 0.01787 -0.31516
H 1.58018 -0.99923 0.91212
H 1.44830 -1.52424 -0.75269
H -0.83158 -2.01063 -0.58002
H -1.92062 -0.84249 0.16709
H -1.61422 -0.78890 -1.55495
H -0.63853 0.45571 1.79719
H 1.01115 1.14046 1.38721
H -1.47079 1.58870 -0.26936
H 0.18416 2.27389 -0.65847

Atoms 1-3, force components in eV/Å:
C 0.2 -0.2 -0.4
C -0.1 -0.2 0.8
C 0.2 0.0 0.4

Atomic partial charges in e from the Löwdin method, atoms 1 to 5: number 1, C, carries -0.07; number 2, C, carries -0.48; number 3, C, carries -0.05; number 4, C, carries -0.16; number 5, C, carries -0.10

---

This record from the OMol25 dataset describes a structure of composition C5H10AlO3 in a non-equilibrium geometry. The level of theory is the ωB97M-V functional and the def2-TZVPD basis.

Calculated values
highest occupied orbital energy (alpha / beta): -17.6 / -19.2 eV
⟨S²⟩: 0.754
charge: +2
LUMO level (alpha / beta): -11.603 / -11.703 eV
multiplicity: 2
gap between HOMO and LUMO (alpha / beta): 5.98 / 7.45 eV

Positions of all 19 atoms, in Å:
C 2.72654 0.86940 0.41015
O 1.86443 1.89440 0.04285
C 2.25825 -0.48054 -0.13103
O 0.86533 -0.59695 0.22002
C -0.00703 -1.14036 -0.66321
C -1.41878 -0.97471 -0.25263
O -1.65630 0.43506 -0.04820
C -2.99783 0.74994 0.32306
Al 0.02957 1.34991 0.05694
H 2.81552 0.78583 1.51178
H 3.74828 1.03018 0.01806
H 2.79509 -1.32487 0.31999
H 2.36032 -0.51045 -1.22543
H 0.34195 -1.76060 -1.48815
H -1.64113 -1.48915 0.69962
H -2.09490 -1.34386 -1.03547
H -3.06971 1.83800 0.41123
H -3.68491 0.39276 -0.45457
H -3.23470 0.27603 1.28497

Atoms 1-3, force components in eV/Å:
C 1.0 -1.8 1.2
O -4.4 0.4 -0.5
C 1.6 -0.1 -0.5

Atomic partial charges in e from the Löwdin method, atoms 1 to 5: number 1, C, carries -0.23; number 2, O, carries -0.11; number 3, C, carries -0.08; number 4, O, carries -0.09; number 5, C, carries 0.00

---

This record from the OMol25 dataset describes an isolated molecule of C5H10BN in a non-equilibrium geometry. The level of theory is the ωB97M-V functional and the def2-TZVPD basis.

Calculated values
highest occupied orbital energy: -8.7 eV
SMILES: C=CB(C=C)NC
LUMO level: 0.305 eV
gap between HOMO and LUMO: 9.00 eV

Positions of all 17 atoms, in Å:
B -0.06319 -0.13444 0.49050
C 1.00841 1.50804 2.29098
C 1.73291 -0.89361 -1.12873
C 0.01197 0.63933 1.86223
C 1.09918 0.03149 -0.38488
C -1.80254 -0.59871 -1.62219
N -1.55073 -0.58558 -0.19722
H 0.94373 1.75651 3.35034
H 1.83033 1.81322 1.75506
H 2.34041 -0.58776 -1.98317
H 1.80349 -1.90775 -0.75911
H -0.70998 0.29681 2.67185
H 1.19035 1.14312 -0.66815
H -2.40030 0.26078 -2.03980
H -0.88161 -0.65862 -2.11135
H -2.15516 -1.60087 -1.92976
H -2.39726 -0.48196 0.40340

Atoms 1-3, force components in eV/Å:
B -5.5 0.6 0.0
C -4.0 -3.0 1.1
C 0.5 1.3 0.6

Atomic partial charges in e from the Löwdin method, atoms 1 to 5: number 1, B, carries -0.32; number 2, C, carries 0.02; number 3, C, carries 0.01; number 4, C, carries -0.08; number 5, C, carries -0.13

---

This record from the OMol25 dataset describes an isolated molecule of C5H10BNO in a non-equilibrium geometry. The level of theory is the ωB97M-V functional and the def2-TZVPD basis.

Calculated values
highest occupied orbital energy: -8.8 eV
SMILES: C=CB1OCCN1C
LUMO level: 0.567 eV
gap between HOMO and LUMO: 9.41 eV

Positions of all 18 atoms, in Å:
B -0.48506 0.63016 0.74326
C -2.83820 -0.20272 1.06605
C -1.77403 0.47653 1.55002
C 1.52850 0.57357 -0.58476
C 1.90582 1.52954 0.52455
C 0.13574 -1.21349 -1.06393
N 0.20912 -0.10055 -0.21718
O 0.70808 1.98903 1.06842
H -3.75740 -0.50698 1.60525
H -2.88199 -0.61812 0.14927
H -1.71167 1.08222 2.49510
H 1.44164 1.10231 -1.51594
H 2.29116 -0.12621 -0.92911
H 2.44177 1.11878 1.37442
H 2.47027 2.54781 0.13940
H -0.94274 -1.65549 -0.84173
H 0.17057 -1.01535 -2.22399
H 0.76055 -2.10839 -0.79518

Atoms 1-3, force components in eV/Å:
B 3.4 2.3 -0.3
C 0.0 1.0 3.9
C -0.6 0.7 0.0

Atomic partial charges in e from the Löwdin method, atoms 1 to 5: number 1, B, carries -0.23; number 2, C, carries 0.02; number 3, C, carries -0.04; number 4, C, carries -0.15; number 5, C, carries -0.30

---

This record from the OMol25 dataset describes a structure of composition C5H10BaO2 in a non-equilibrium geometry. The level of theory is the ωB97M-V functional and the def2-TZVPD basis.

Calculated values
highest occupied orbital energy: -4.4 eV
LUMO level: 0.140 eV
gap between HOMO and LUMO: 4.54 eV

Positions of all 18 atoms, in Å:
C 5.14544 0.91013 2.22417
O 3.83436 0.95260 1.68339
C 3.03343 -0.16064 2.03712
C 1.81653 -0.17798 1.14584
O 0.67106 -0.21258 1.97227
C -0.53036 -0.35137 1.35864
C -1.65705 0.09695 1.91576
H 5.11598 0.80836 3.31937
H 5.69812 0.06520 1.79030
H 2.81743 -0.14684 3.11757
H 3.60019 -1.09331 1.88625
H 1.91882 -0.99271 0.41599
H 1.63540 0.57799 0.36693
H -0.46652 -0.53632 0.28042
H -1.63444 0.87881 2.67608
H -2.58534 0.01980 1.35259
H 5.63599 1.85679 1.96601
Ba 3.11587 3.74440 1.36889

Atoms 1-3, force components in eV/Å:
C 0.1 -0.2 0.2
O 0.1 0.5 -0.1
C 0.7 -0.1 0.0

Atomic partial charges in e from the Löwdin method, atoms 1 to 5: number 1, C, carries -0.15; number 2, O, carries -0.47; number 3, C, carries -0.20; number 4, C, carries -0.21; number 5, O, carries -0.12

---

This record from the OMol25 dataset describes a structure of composition C5H10Br2OSi in a non-equilibrium geometry. The level of theory is the ωB97M-V functional and the def2-TZVPD basis.

Calculated values
highest occupied orbital energy (alpha / beta): -8.5 / -9.1 eV
LUMO level (alpha / beta): -1.654 / -0.811 eV
gap between HOMO and LUMO (alpha / beta): 6.80 / 8.31 eV

Positions of all 19 atoms, in Å:
C -0.12977 -2.18189 -1.97155
C 0.72373 1.31616 1.85116
C -1.56896 -0.47355 0.71008
C -0.10064 1.62183 -1.09185
C 1.34865 -0.95211 -0.09539
O -0.58700 -2.00176 -3.04485
Si 0.05593 0.31268 0.25623
Br -0.36219 -3.84473 -0.98781
Br 2.95687 -0.14300 -0.62370
H 1.81100 1.26319 1.85764
H 0.35889 2.28345 1.81909
H 0.40864 0.64433 2.72964
H -1.79728 -1.51246 0.87322
H -1.96327 0.00818 1.53959
H -2.19949 -0.13172 -0.15956
H -0.92162 1.41114 -1.72123
H -0.26104 2.58699 -0.55140
H 0.78208 1.71278 -1.75088
H 1.44546 -1.91952 0.36157

Atoms 1-3, force components in eV/Å:
C -0.6 0.8 -1.9
C 0.1 -4.6 -0.3
C -0.5 0.3 -2.6

Atomic partial charges in e from the Löwdin method, atoms 1 to 5: number 1, C, carries -0.63; number 2, C, carries -0.17; number 3, C, carries -0.18; number 4, C, carries -0.18; number 5, C, carries -0.68

---

This record from the OMol25 dataset describes an isolated molecule of C5H10BrN in a non-equilibrium geometry. The level of theory is the ωB97M-V functional and the def2-TZVPD basis.

Calculated values
highest occupied orbital energy: -10.0 eV
SMILES: [H]/N=C(/C)C(C)(C)Br
LUMO level: 0.683 eV
gap between HOMO and LUMO: 10.69 eV

Positions of all 17 atoms, in Å:
C 0.43747 0.62563 -0.76798
C -0.37113 -0.14230 -1.82408
C -0.88980 0.66868 1.30573
C 0.35699 -1.41628 0.67658
C 0.30758 0.06968 0.65859
N 0.97157 1.66939 -1.23520
Br 1.97105 0.75044 1.65772
H -1.51552 -0.23603 -1.45485
H 0.08892 -1.21474 -1.82790
H -0.22075 0.33818 -2.75674
H -1.13378 0.25758 2.33572
H -1.65429 0.33239 0.54132
H -0.91863 1.70012 1.36764
H 0.47477 -2.06465 1.60323
H -0.58036 -1.71058 0.27425
H 1.12428 -1.71673 -0.05410
H 1.55162 2.08923 -0.49993

Atoms 1-3, force components in eV/Å:
C -1.6 -0.4 -1.6
C -1.0 -2.6 2.8
C -1.8 -2.9 0.1

Atomic partial charges in e from the Löwdin method, atoms 1 to 5: number 1, C, carries -0.48; number 2, C, carries -0.05; number 3, C, carries -0.11; number 4, C, carries -0.15; number 5, C, carries -0.81

---

Computed energy, in the same sequence as the records: -5341.2278, -5344.6939, -5343.2713, -5345.3877, -18065.9146, -7511.2085, -9559.3654, -10130.4708, -155354.6370, -76878.8157 eV.
Computed ΔE to the lowest compared entry with this formula, charge and spin, in the same sequence as the records: 582.6, 248.2, 385.4, 181.2, 160.0, 304.8, 288.4, 72.7, 29.9, 0.0 kJ/mol.